(1)
Below is an isolated molecule of C6H8S2, with properties calculated with ωB97M-V/def2-TZVPD.

Summary:
- SMILES string: S=C1[C@H]2CC[C@]1(S)C2
- HOMO-LUMO gap: 8.634 eV
- E_tot: -28018.960 eV
- Energy above the lowest of the compared OMol25 structures with the same formula, charge and spin: 3.083 eV
- Total charge: 0

Positions of all 16 atoms, in Å:
H -0.62 0.40 -2.14
C 0.74 -0.10 -0.40
C -1.51 0.62 -0.05
H -1.21 -0.13 2.11
C 0.68 0.61 0.94
H -2.37 -0.06 -0.39
S 1.69 1.37 1.88
H -1.84 1.59 0.36
C -0.28 0.70 -1.07
C -0.69 -0.14 1.08
S 2.20 -0.47 -1.24
C -0.04 -1.17 0.19
H 2.80 -1.35 -0.08
H 0.77 -1.77 0.77
H 0.13 1.78 -1.32
H -0.44 -1.89 -0.63

(2)
Below is a cluster of 9 separate species, C5H26NO10 in total, with properties calculated with ωB97M-V/def2-TZVPD.

Summary:
- HOMO-LUMO gap: 8.545 eV
- E_tot: -27571.850 eV
- Energy above the lowest of the compared OMol25 structures with the same formula, charge and spin: 4.497 eV
- Total charge: -1

Positions of all 42 atoms, in Å:
O 1.77 -0.38 -1.28
H 2.19 -1.70 -0.37
H -0.75 1.91 -2.55
H -0.18 -3.36 -2.01
H 2.29 1.66 0.48
H -1.16 3.21 0.74
H 2.54 2.39 -1.81
H 1.59 -2.22 2.21
H 2.86 0.87 -1.57
C -0.33 -2.53 -1.30
H -2.77 0.83 -0.57
H 1.15 0.57 0.39
O 3.22 1.76 -1.32
O -0.59 2.91 1.51
C -0.39 -1.13 -1.86
H -1.30 -2.71 -0.71
O -2.63 -1.97 0.95
H 0.16 2.50 1.09
O 1.52 1.40 3.42
H -2.79 0.50 -2.35
H -0.95 -1.37 -2.82
C -2.11 0.73 -1.43
C -1.42 2.02 -1.73
O 0.74 0.34 -3.21
N -1.13 -0.20 -0.95
H -1.61 0.13 2.00
H -0.67 0.30 -0.26
H -2.14 2.85 -1.98
H -3.29 -1.31 0.66
H 1.80 0.59 3.62
O 1.01 -2.24 2.92
H 1.51 1.60 2.63
C 0.89 -0.39 -2.17
O 2.08 -2.27 0.51
H 2.69 -2.85 0.31
O 1.36 1.39 0.78
H -1.17 0.54 3.55
H -0.77 2.30 -0.80
H 0.50 -2.67 -0.61
H -1.91 -2.07 0.32
O -1.89 0.43 2.91
H 0.08 -2.36 2.64

(3)
Below is a cluster of 4 separate species, C28H42NO19PS3 in total, with properties calculated with ωB97M-V/def2-TZVPD.

Summary:
- SMILES string: CCOP(=O)(CCc1cc(CCC(C)C)c2c(c1)C(=O)C=C(CON=O)C2=O)OCC.O=S1(=O)OCCO1.O=S1(=O)OCCO1.O=S1(=O)OCCO1
- HOMO-LUMO gap: 8.620 eV
- E_tot: -111901.187 eV
- Total charge: 0

Positions of all 94 atoms, in Å:
O 9.17 -0.55 2.23
C 9.17 -3.39 4.24
H 2.24 -2.35 -1.50
C 1.20 -3.48 -3.07
O -12.33 0.11 4.07
C 7.58 -1.61 -1.14
O -8.32 2.90 2.11
C -4.22 0.98 -0.54
H 3.48 0.60 -3.80
C -2.11 2.21 0.02
H 10.96 -3.11 3.04
H -4.56 0.05 -0.09
C -0.19 -3.10 -2.52
H 6.29 0.56 1.15
C 1.22 -4.93 -3.59
H 9.77 -3.43 5.15
H 5.01 2.36 -2.73
C -10.78 1.00 5.57
H -9.75 0.98 5.90
H 10.14 -4.66 2.75
H 2.90 2.25 -3.86
C 1.83 1.01 -2.53
C -1.92 -0.09 -0.80
H 6.86 -1.58 -0.32
C 1.17 -0.13 -2.98
H 1.33 -5.62 -2.75
C -8.68 3.45 -0.12
H 6.24 2.81 0.24
H -0.90 -3.88 -2.79
C 1.25 1.76 -1.51
O -13.33 2.35 4.03
H 8.25 0.10 -2.29
O -3.95 1.74 -3.76
H -10.43 -0.67 4.23
S -6.92 3.49 1.64
C -2.74 1.11 -0.41
C 2.28 -3.32 -1.99
H 8.34 -4.09 4.31
H -0.67 -1.70 -4.12
O 0.01 2.81 0.91
H -8.57 2.47 -0.59
H -1.81 -1.73 -2.80
O -11.73 1.69 2.27
H 3.78 2.51 -1.45
C 10.00 -3.61 2.98
C 5.46 2.55 0.95
C -0.62 2.20 0.07
O -2.31 -1.20 -0.55
H 3.28 -3.47 -2.41
O 7.07 -1.85 2.19
O -7.36 3.95 0.18
H -11.44 1.24 6.41
H -4.75 1.83 -0.12
H 2.13 -4.11 -1.25
H 7.45 -2.54 -1.68
H -10.19 2.65 1.25
H 8.57 -1.52 -0.72
C 5.32 1.05 1.14
C -0.74 -1.76 -3.03
C -11.21 -0.28 4.88
H 6.85 -0.73 -3.00
C 3.13 1.42 -3.18
O 6.51 0.60 -1.42
H -9.71 4.33 1.57
P 4.93 0.38 -1.39
C -9.36 3.35 1.23
O -10.94 2.00 4.56
H 5.72 3.01 1.91
O 4.47 -0.87 -2.03
C 4.22 1.85 -2.19
H 1.43 -2.86 -3.94
O 8.64 -2.07 4.07
O -6.59 4.65 2.40
H -9.18 4.13 -0.81
H 2.05 -5.06 -4.29
H -2.64 3.09 0.34
H 0.29 -5.15 -4.11
O 9.22 -3.00 1.95
H 4.84 0.85 2.09
S 8.44 -1.73 2.53
C -0.62 0.23 -1.45
H -0.16 -3.04 -1.43
H 4.52 2.99 0.63
C -0.05 -0.55 -2.47
O -4.57 0.85 -1.94
C 7.32 -0.42 -2.07
N -4.13 1.99 -2.64
O 4.49 0.42 0.14
H 1.62 -0.70 -3.78
C 0.03 1.38 -0.99
O -5.99 2.42 1.54
H -11.53 -1.06 5.58
S -12.18 1.63 3.62
H 1.73 2.65 -1.13

(4)
Below is the ion C6H8ClN4 with charge +1, with properties calculated with ωB97M-V/def2-TZVPD.

Summary:
- SMILES string: C[N+]1=C=C(Cl)/N=C\CN/N=C\1
- HOMO-LUMO gap (alpha / beta): 7.161 / 7.158 eV
- E_tot: -24821.892 eV
- Energy above the lowest of the compared OMol25 structures with the same formula, charge and spin: 3.666 eV
- Total charge: +1

Positions of all 19 atoms, in Å:
C 1.62 1.05 -1.41
C -0.50 -1.36 2.54
N -1.49 0.98 -0.21
H 0.23 -0.71 3.06
H -0.27 -2.42 2.70
H 2.45 1.70 -1.72
H -1.48 -1.37 3.10
H 0.14 2.57 -1.08
H -2.17 0.51 1.68
C 1.12 -1.14 -0.67
H 0.13 2.13 -2.68
C -1.52 0.23 0.83
C 0.24 1.74 -1.67
C 0.26 -1.27 0.29
H -0.61 -0.01 -1.85
N 1.93 -0.05 -0.93
N -0.67 -0.93 1.14
N -0.95 0.80 -1.38
Cl 1.54 -2.46 -1.75

(5)
Below is a structure of composition C24H68AsF6O10, with properties calculated with ωB97M-V/def2-TZVPD.

Summary:
- HOMO-LUMO gap (alpha / beta): 9.101 / 2.557 eV
- E_tot: -123605.433 eV
- Energy above the lowest of the compared OMol25 structures with the same formula, charge and spin: 1.666 eV
- Spin multiplicity: 2
- Total charge: 0

Positions of all 109 atoms, in Å:
H -1.69 2.31 -0.74
O 3.49 -3.11 -2.22
C -0.48 -4.69 1.60
O -4.92 3.09 -1.30
O 3.07 5.51 0.35
H 3.46 -5.16 -2.30
C -3.60 2.85 -1.70
H -2.47 -1.35 -2.78
F 0.74 1.29 -1.18
H -3.85 -2.12 4.14
O 3.21 2.69 -1.92
H 0.79 -3.63 -1.90
H 2.78 2.17 -1.24
H -4.58 0.14 1.55
H 1.64 2.94 1.80
C 2.96 -4.40 -0.31
H 2.93 1.01 -2.95
C -4.03 -2.41 3.11
C 0.66 5.19 0.83
H -0.23 1.77 3.73
H 3.25 2.81 -4.79
C -4.90 -1.55 -4.28
H 1.79 -1.47 5.16
H -3.25 -1.80 1.03
C -4.59 -1.99 -2.91
H -4.33 1.56 -3.33
H -0.14 -5.70 1.38
C -3.63 -0.07 2.04
H -4.96 -2.29 -5.08
H 2.73 5.57 -0.55
H 0.85 1.11 5.74
H 5.78 1.89 -2.07
H 4.76 0.69 -1.38
H 5.36 0.31 -2.89
O 2.49 -0.38 3.55
As 0.81 -0.12 -0.08
H 0.00 4.54 1.41
O -0.59 2.07 6.93
H 2.65 -3.47 0.17
C 2.89 -4.35 -1.85
H 3.14 -2.40 -1.67
H 3.22 2.97 1.17
F 0.83 -1.56 1.00
H -4.91 -1.23 -2.20
H -3.47 0.45 2.99
H -1.26 0.92 4.74
H -2.88 0.44 1.43
H 1.77 2.92 0.13
H 0.58 -1.36 4.04
C 3.71 1.78 -2.85
H -0.52 -4.16 0.65
H -2.74 -2.80 -3.70
C 1.67 -1.44 4.08
C 3.14 -1.22 -4.77
H -5.03 -2.17 2.76
C 1.45 -4.34 -2.39
H 0.37 5.15 -0.22
H 1.96 -2.39 3.62
F -0.60 -0.84 -0.87
F -0.14 0.72 1.18
H -2.35 3.75 -0.21
H -2.65 1.35 -2.83
H -2.72 -2.80 -1.87
C -3.15 -1.56 2.09
H -3.78 0.68 -1.78
C -3.66 1.52 -2.47
H 2.04 3.21 6.54
C 1.25 3.16 5.79
H -5.78 -0.90 -4.31
H 4.79 2.00 -4.70
H 2.23 -0.15 2.65
C 2.23 3.38 1.00
H -2.11 -3.92 2.20
H 3.47 -0.20 -4.99
C -0.78 1.89 4.66
C 0.24 2.01 5.81
H 2.34 -1.21 -4.04
H -3.12 2.31 0.41
H 0.17 -4.15 2.30
H -3.35 3.66 -2.38
C 4.08 2.58 -4.12
H 3.96 -2.62 -3.79
H -1.13 1.27 6.96
H -1.50 2.71 4.62
C -2.66 2.74 -0.48
H 1.66 -4.15 -3.44
F 1.85 -1.06 -1.22
H 2.24 -5.15 0.01
H -5.00 4.03 -1.14
H -4.01 -3.50 3.11
O -1.86 -1.68 2.58
H 1.57 3.16 4.75
H -5.99 -2.82 -2.11
H 0.49 6.25 1.04
H 0.89 4.18 5.88
O -1.77 -4.81 2.08
O 4.27 -2.00 -4.45
H -1.21 -1.17 2.10
H 2.81 -1.68 -5.70
C -3.03 -2.29 -2.78
C 5.00 1.17 -2.33
H 2.42 5.12 2.16
H 0.94 -5.30 -2.34
F 2.34 0.53 0.63
O -5.25 -3.20 -2.59
C 2.12 4.84 1.15
H 4.53 3.49 -3.71
H -4.15 -0.84 -4.61
H 3.96 -4.72 0.00

(6)
Below is a cluster of 2 separate species, BrH3P2 in total, with properties calculated with ωB97M-V/def2-TZVPD.

Summary:
- HOMO-LUMO gap: 6.612 eV
- E_tot: -88666.387 eV
- Energy above the lowest of the compared OMol25 structures with the same formula, charge and spin: 1.965 eV
- Total charge: 0

Positions of all 6 atoms, in Å:
P 0.16 -0.41 -1.39
H 0.48 0.83 -1.82
H 0.32 -1.16 1.01
H -1.07 0.08 -0.79
Br -1.08 0.88 2.43
P 1.20 -0.21 0.56

(7)
Below is a structure of composition C10H17Cl2NTi, with properties calculated with ωB97M-V/def2-TZVPD.

Summary:
- HOMO-LUMO gap (alpha / beta): 6.813 / 6.815 eV
- E_tot: -60295.891 eV
- Energy above the lowest of the compared OMol25 structures with the same formula, charge and spin: 0.000 eV
- Total charge: 0

Positions of all 31 atoms, in Å:
C -0.93 -0.88 2.78
C 1.25 -0.23 -2.73
C 3.07 -0.33 -0.99
H 3.56 -0.84 -0.15
H -2.49 1.56 -2.45
H 1.72 1.87 -3.03
C -1.15 -2.34 4.82
C 1.02 1.28 -2.44
C -0.88 -2.22 3.30
H -0.59 -1.59 5.40
H -0.57 1.75 -3.85
C 2.14 -0.95 -1.71
Cl 1.13 2.55 0.88
C -1.53 1.16 -0.54
H -1.30 0.10 -0.16
H -0.47 2.87 -2.50
C -0.39 1.80 -2.76
H 1.24 1.50 -1.38
H 0.11 -2.64 3.07
H 1.91 -2.02 -1.59
Ti -0.93 1.80 1.11
H 0.27 -0.73 -2.79
H -1.60 0.03 -2.34
H -1.67 -2.79 2.76
H 3.39 0.69 -1.21
H -2.21 -2.23 5.05
H -0.84 -3.32 5.18
H 1.72 -0.31 -3.74
Cl -2.43 3.24 1.83
N -0.99 0.13 2.21
C -1.57 1.09 -2.03

(8)
Below is an isolated molecule of C2H4O3, with properties calculated with ωB97M-V/def2-TZVPD.

Summary:
- SMILES string: O=C(O)CO
- HOMO-LUMO gap: 10.135 eV
- E_tot: -8279.255 eV
- Energy above the lowest of the compared OMol25 structures with the same formula, charge and spin: 2.305 eV
- Total charge: 0

Positions of all 9 atoms, in Å:
H 0.59 -0.63 1.15
H -2.00 -0.66 0.68
C 0.41 0.31 0.52
O 1.39 0.85 -0.08
C -0.56 -0.27 -0.53
O -0.03 -0.14 -1.65
H 1.71 0.20 -0.94
H 0.13 1.16 1.20
O -1.64 -0.81 -0.33

(9)
Below is an isolated molecule of C8H10N2S, with properties calculated with ωB97M-V/def2-TZVPD.

Summary:
- SMILES string: CC1(S)Nc2ccccc2N1
- HOMO-LUMO gap: 8.091 eV
- E_tot: -22272.167 eV
- Energy above the lowest of the compared OMol25 structures with the same formula, charge and spin: 0.751 eV
- Total charge: 0

Positions of all 21 atoms, in Å:
C -0.90 0.52 -0.39
C 2.26 0.27 1.27
C -3.23 -0.96 -0.12
H -2.13 2.03 -1.23
S 2.60 -0.63 -1.50
H -4.25 -1.43 0.00
H 3.04 1.17 1.21
C -0.83 -0.82 0.00
C 1.37 0.01 0.02
C -2.12 1.15 -0.73
H -4.22 0.96 -0.92
N 0.44 0.98 -0.35
N 0.44 -1.13 0.28
C -1.98 -1.51 0.20
C -3.31 0.39 -0.60
H 0.74 1.94 -0.74
H 2.14 -1.87 -1.55
H 0.94 -2.01 0.21
H -1.88 -2.52 0.47
H 2.73 -0.75 1.60
H 1.57 0.71 1.99

(10)
Below is a cluster of 3 separate species, C22H35F9NO5S in total, with properties calculated with ωB97M-V/def2-TZVPD.

Summary:
- HOMO-LUMO gap: 7.642 eV
- E_tot: -70393.719 eV
- Total charge: +1

Positions of all 73 atoms, in Å:
H 0.03 -2.81 -2.12
C 0.35 2.37 0.03
C 2.65 -0.66 -2.65
C -0.45 2.13 -2.51
F -5.01 -2.55 -3.34
H 2.90 2.07 3.55
H -1.78 -4.21 4.43
C -4.21 1.70 -0.94
C 0.85 -3.43 4.88
H -1.77 -1.82 -0.66
O -3.16 2.26 -3.43
H -1.51 -4.93 2.83
C -5.23 0.76 -1.65
F -4.17 -1.29 -1.07
H 1.21 -4.34 5.37
H 1.71 -2.79 4.70
H 2.91 1.95 -3.02
H 0.65 2.47 1.07
C -1.33 2.40 -1.56
C 3.73 3.53 2.54
H 3.66 -0.78 -3.06
F -6.35 -0.94 -3.80
H 2.71 -2.59 -1.73
H 2.30 0.07 -4.66
N -0.92 2.50 -0.29
C -5.72 -1.54 -2.80
H 2.90 4.98 3.91
H 4.63 5.20 3.59
H -0.75 2.03 -3.55
F -5.81 1.46 -2.62
C 0.91 1.97 -2.22
C 0.75 -2.00 -0.25
H 2.76 -0.15 -1.68
H -1.66 -2.23 1.08
O 1.10 -4.42 2.69
C 0.66 -1.99 -1.79
H 5.30 2.17 3.17
F -3.64 -0.45 -2.99
C 1.29 2.11 -0.91
H 0.56 -2.99 0.18
C -4.66 -0.60 -2.12
H 0.80 -0.12 -3.74
H -0.73 -5.63 4.24
C -1.04 -4.68 3.78
H 0.16 -2.92 5.55
C -1.45 -1.46 0.32
F -4.92 2.63 -0.32
F -3.47 1.09 0.01
F -6.53 -2.07 -1.91
H 1.64 2.29 -4.17
C 1.85 0.18 -3.67
H 4.07 3.90 4.65
O 2.67 2.59 2.76
H 3.47 4.10 1.65
H -1.59 2.72 0.45
H 0.18 -1.04 -2.07
S -3.05 2.64 -2.07
O -0.11 -1.02 0.33
C 3.84 4.46 3.74
O -3.33 4.02 -1.88
H 2.33 2.03 -0.61
H 4.95 2.11 1.45
H 5.86 3.48 2.11
H -2.08 -0.59 0.57
C 5.04 2.78 2.30
H -0.15 -2.86 3.06
H 2.06 -2.62 -3.37
F -6.17 0.47 -0.74
C 0.17 -3.78 3.56
C 1.89 1.68 -3.30
H 1.77 -1.72 0.03
H 1.39 -5.23 3.11
C 2.06 -2.05 -2.43

(11)
Below is an isolated molecule of C5H10NO2P, with properties calculated with ωB97M-V/def2-TZVPD.

Summary:
- HOMO-LUMO gap: 8.216 eV
- E_tot: -20218.243 eV
- Energy above the lowest of the compared OMol25 structures with the same formula, charge and spin: 3.042 eV
- Total charge: 0

Positions of all 19 atoms, in Å:
H 0.81 2.63 0.60
H -1.75 -1.92 0.18
C -1.28 -1.64 -0.78
O -1.40 1.84 -0.77
H 2.17 0.93 -1.01
O -0.12 -0.47 1.63
H 0.81 -1.48 -1.25
H 0.41 -2.52 0.17
N -1.77 -0.40 -1.38
P 2.07 0.39 0.34
C 0.38 -0.37 0.37
C 0.17 -1.61 -0.45
H -1.46 -2.52 -1.50
C 1.60 1.98 1.10
H -2.73 -0.34 -1.45
H -0.44 0.37 1.87
H 1.21 1.83 2.19
C -1.21 0.67 -0.80
H 2.54 2.63 0.96

(12)
Below is a structure of composition C2H10N2OP, with properties calculated with ωB97M-V/def2-TZVPD.

Summary:
- HOMO-LUMO gap: 9.199 eV
- E_tot: -16543.091 eV
- Energy above the lowest of the compared OMol25 structures with the same formula, charge and spin: 2.153 eV
- Total charge: +1

Positions of all 16 atoms, in Å:
N -0.25 0.24 -1.96
H 1.85 0.79 -1.44
C 0.77 0.70 -0.95
P -1.52 -1.32 2.35
H -0.95 0.70 1.26
H -0.37 -0.81 -2.14
N -0.85 -0.28 1.12
C 0.85 -0.32 0.14
H 1.65 0.02 0.80
H -1.09 -2.35 1.55
H -1.52 -0.38 0.23
H 0.82 2.71 -0.63
H 0.93 -1.27 -0.35
O 0.34 1.89 -0.40
H -0.47 -0.90 3.27
H -0.17 0.56 -2.85

Strongest force on any atom (computed, eV/A): 6.0; 12.6; 0.9; 4.6; 3.3; 2.1; 4.7; 9.0; 4.6; 3.1; 4.2; 6.1